{"formula": "C37H43BrCl5GeN3O9W", "method": "ωB97M-V/def2-TZVPD", "gap_ev": [6.958, 7.456], "homo_ev": [-10.46, -10.71], "e_lumo_ha": [-0.12877, -0.11969], "mol_weight_g_mol": 1187.382, "total_charge": 1, "spin_multiplicity": 2, "total_energy_ha": -9296.062213, "symbols": ["W", "C", "C", "C", "C", "O", "Ge", "O", "C", "C", "C", "C", "O", "C", "C", "C", "C", "H", "H", "H", "H", "H", "H", "H", "H", "H", "H", "H", "H", "H", "H", "H", "H", "H", "H", "H", "H", "H", "H", "H", "H", "H", "H", "H", "C", "C", "C", "C", "C", "Br", "N", "C", "H", "H", "H", "H", "H", "H", "O", "C", "O", "C", "C", "C", "C", "O", "C", "O", "C", "C", "H", "H", "H", "H", "H", "C", "N", "C", "C", "C", "O", "N", "C", "O", "H", "H", "H", "H", "H", "Cl", "C", "C", "C", "Cl", "C", "Cl", "C", "Cl", "C", "Cl"], "coordinates": [[-0.461, -0.300, 0.759], [-3.785, -0.977, -1.591], [-3.169, -1.660, -0.377], [-4.197, -1.720, 0.743], [-2.629, -3.042, -0.717], [-2.051, -0.815, 0.017], [0.572, -2.082, -2.295], [1.898, -0.865, -2.370], [2.897, -0.814, -3.409], [2.238, -0.326, -4.693], [3.526, -2.189, -3.595], [3.938, 0.186, -2.927], [0.544, -1.827, -0.117], [1.498, -2.911, 0.388], [1.136, -3.435, 1.770], [1.403, -4.134, -0.537], [2.926, -2.384, 0.349], [-4.572, -1.617, -1.993], [-4.236, -0.026, -1.309], [-3.041, -0.819, -2.367], [-5.120, -2.137, 0.337], [-3.880, -2.369, 1.554], [-4.416, -0.723, 1.126], [-3.457, -3.747, -0.815], [-2.086, -3.027, -1.662], [-1.971, -3.393, 0.076], [1.483, -1.039, -5.037], [1.751, 0.636, -4.527], [2.975, -0.211, -5.489], [2.800, -2.916, -3.969], [4.339, -2.141, -4.321], [3.938, -2.553, -2.652], [3.483, 1.172, -2.811], [4.338, -0.125, -1.960], [4.763, 0.265, -3.635], [0.198, -3.987, 1.751], [1.071, -2.667, 2.527], [1.934, -4.124, 2.055], [0.372, -4.441, -0.717], [1.924, -4.015, -1.489], [1.910, -4.952, -0.024], [3.065, -1.694, -0.482], [3.599, -3.232, 0.206], [3.213, -1.904, 1.281], [1.256, 4.216, 3.782], [0.394, 3.785, 2.636], [-0.223, 4.691, 1.779], [-1.079, 4.215, 0.818], [-1.253, 2.845, 0.683], [-2.739, 2.301, -0.338], [-0.540, 1.950, 1.367], [0.197, 2.447, 2.378], [0.745, 4.958, 4.395], [2.185, 4.662, 3.423], [1.513, 3.370, 4.418], [-0.081, 5.758, 1.900], [-1.664, 4.882, 0.202], [0.657, 1.726, 3.027], [-0.798, -0.643, -2.549], [-0.544, 0.528, -2.165], [-0.145, 0.785, -0.983], [-0.716, 1.653, -3.082], [-1.333, 1.434, -4.309], [-1.514, 2.471, -5.219], [-1.037, 3.705, -4.848], [-1.065, 4.861, -5.551], [-0.496, 5.869, -4.714], [-0.022, 5.227, -3.536], [-0.405, 3.924, -3.624], [-0.227, 2.922, -2.714], [-1.681, 0.441, -4.556], [-1.999, 2.315, -6.172], [-1.269, 6.592, -4.449], [0.339, 6.337, -5.234], [0.267, 3.089, -1.768], [-2.517, -3.290, 3.985], [-2.657, -1.858, 3.750], [-3.462, -1.056, 4.535], [-3.529, 0.268, 4.350], [-2.743, 0.922, 3.298], [-2.771, 2.119, 3.090], [-1.952, 0.044, 2.555], [-1.916, -1.247, 2.805], [-1.110, -1.894, 2.058], [-3.420, -3.656, 4.466], [-1.653, -3.497, 4.617], [-2.385, -3.802, 3.035], [-4.025, -1.577, 5.296], [-4.164, 0.887, 4.965], [0.160, -1.150, 4.693], [1.463, -0.627, 3.679], [1.275, -0.255, 2.336], [2.417, 0.336, 1.786], [2.278, 0.964, 0.182], [3.653, 0.477, 2.405], [4.974, 1.197, 1.585], [3.807, -0.005, 3.698], [5.321, 0.098, 4.486], [2.697, -0.546, 4.339], [2.876, -1.092, 5.960]]}